Entry from the Open Molecules 2025 dataset: a molecular structure, C33H59BN4P2Se3SiTeW (ωB97M-V/def2-TZVPD).

As for the net charge: +2. Its HOMO-LUMO gap is 5.1 eV.

```
105
Properties=species:S:1:pos:R:3:lowdin_charge:R:1
W -1.025 -0.914 -0.154 0.940
C 3.452 0.821 -3.858 -0.080
C 3.209 0.406 -2.386 -0.602
C 2.940 1.701 -1.614 -0.081
C 4.530 -0.155 -1.831 -0.084
P 1.686 -0.819 -2.310 1.189
C 0.572 0.091 -3.478 -0.330
N -0.054 1.105 -2.645 -0.047
B -0.517 1.018 -1.282 -0.746
N -1.130 2.273 -0.993 -0.051
C -1.872 2.610 0.188 -0.327
P -1.356 1.466 1.539 1.118
C -2.708 1.601 2.878 -0.642
C -3.824 0.565 2.758 -0.154
C -2.080 1.388 4.262 -0.080
C -3.357 2.993 2.821 -0.066
C 0.154 2.361 2.249 -0.631
C -0.130 3.798 2.708 -0.066
C 1.166 2.440 1.107 -0.112
C 0.779 1.602 3.430 -0.076
C -1.095 3.068 -2.138 -0.173
C -1.600 4.338 -2.366 0.003
C -1.423 4.886 -3.629 -0.064
C -0.767 4.179 -4.635 -0.063
C -0.271 2.902 -4.412 0.002
C -0.440 2.352 -3.151 -0.177
C 2.316 -2.510 -2.924 -0.674
C 3.161 -2.432 -4.203 -0.074
C 1.204 -3.511 -3.238 -0.157
C 3.106 -3.115 -1.751 -0.087
H 4.497 1.123 -3.947 0.104
H 2.846 1.687 -4.126 0.083
H 3.284 0.039 -4.594 0.061
H 3.721 2.410 -1.898 0.108
H 3.020 1.559 -0.541 0.052
H 1.980 2.156 -1.855 0.075
H 5.244 0.671 -1.836 0.101
H 4.963 -0.943 -2.434 0.073
H 4.462 -0.503 -0.806 0.054
H -0.149 -0.569 -3.967 0.056
H 1.143 0.575 -4.261 0.072
H -2.949 2.481 0.030 0.069
H -1.716 3.649 0.484 0.098
H -3.429 -0.446 2.669 0.028
H -4.502 0.764 1.935 0.037
H -4.416 0.610 3.674 0.102
H -1.498 0.467 4.321 0.080
H -2.893 1.309 4.986 0.101
H -1.462 2.223 4.574 0.062
H -3.914 3.149 1.897 0.084
H -2.648 3.809 2.947 0.067
H -4.077 3.057 3.640 0.108
H -0.587 4.419 1.938 0.080
H 0.833 4.255 2.951 0.108
H -0.738 3.845 3.608 0.070
H 0.856 3.129 0.322 0.093
H 1.326 1.465 0.653 0.028
H 2.117 2.798 1.506 0.106
H 0.369 1.915 4.385 0.074
H 1.849 1.818 3.461 0.098
H 0.651 0.529 3.361 0.045
H -2.116 4.890 -1.590 0.116
H -1.802 5.877 -3.836 0.114
H -0.649 4.630 -5.610 0.114
H 0.219 2.358 -5.209 0.115
H 2.576 -2.058 -5.045 0.094
H 3.469 -3.449 -4.455 0.101
H 4.060 -1.837 -4.116 0.064
H 0.546 -3.183 -4.042 0.069
H 0.619 -3.762 -2.359 0.030
H 1.689 -4.432 -3.568 0.099
H 4.000 -2.556 -1.489 0.058
H 3.420 -4.121 -2.036 0.102
H 2.475 -3.207 -0.862 0.077
C 2.948 -0.553 1.338 -0.027
C 1.840 -1.193 2.092 -0.317
C 2.067 -1.648 3.388 -0.019
C 1.031 -2.195 4.118 -0.008
C -0.215 -2.359 3.531 -0.016
C -0.334 -2.014 2.198 -0.469
N 0.646 -1.380 1.507 0.053
N -1.384 -2.243 1.335 -0.233
Si -2.567 -3.597 1.632 0.444
C -1.571 -4.974 2.414 -0.152
C -3.250 -4.168 0.006 -0.201
C -3.938 -3.021 2.750 -0.161
H 3.798 -1.235 1.300 0.104
H 3.282 0.361 1.830 0.100
H 2.629 -0.319 0.330 0.019
H 3.054 -1.539 3.815 0.133
H 1.192 -2.507 5.142 0.131
H -1.041 -2.805 4.065 0.111
H -0.497 -4.873 2.248 0.039
H -1.876 -5.923 1.968 0.045
H -1.739 -5.056 3.489 0.043
H -2.457 -4.364 -0.718 0.010
H -3.961 -3.468 -0.430 -0.011
H -3.772 -5.113 0.176 0.054
H -3.583 -2.599 3.692 0.036
H -4.557 -3.889 2.997 0.054
H -4.590 -2.295 2.263 0.028
Se -1.451 -2.009 -2.221 0.235
Se -3.634 -2.153 -3.094 0.073
Te -4.028 0.262 -2.681 0.578
Se -3.357 -0.239 -0.281 0.189
```